Record 1
Density functional theory data (ωB97M-V/def2-TZVPD) for a molecular structure, C3H6N2SSi.

ORCA input file:
```
! wB97M-V def2-TZVPD RIJCOSX def2/J DEFGRID3
* xyz 0 1
C -2.315 1.285 0.083
C 0.016 0.956 0.076
C -1.547 -1.801 -0.552
N -3.420 1.122 0.156
N -1.054 1.533 0.060
Si 1.758 1.696 -0.059
S 0.007 -1.316 0.328
H -2.340 -1.973 0.224
H -1.430 -2.781 -0.921
H -1.699 -1.115 -1.343
H 1.383 2.830 -0.864
H 1.929 2.115 1.239
H 2.784 0.981 -0.691
*
```

- energy above the lowest of the compared OMol25 structures with the same formula, charge and spin (kJ/mol) = 83.0
- Kohn-Sham gap (eV) = 8.36
- HOMO (hartree) = -0.3261
- energy (Eh) = -914.97149
- E_LUMO (eV) = -0.513

Want to see where the charge sits? The natural (NBO) charges in e are: atom 1 (C): 0.3966, atom 2 (C): 0.1008, atom 3 (C): -0.7258, atom 4 (N): -0.3075, atom 5 (N): -0.5273, atom 6 (Si): 0.8864, atom 7 (S): -0.0664, atom 8 (H): 0.2286, atom 9 (H): 0.2246, atom 10 (H): 0.2206, atom 11 (H): -0.1504, atom 12 (H): -0.1498, atom 13 (H): -0.1304



Record 2
Density functional theory data (ωB97M-V/def2-TZVPD) for a molecular structure, C22H21N2O3SbV.

ORCA input file:
```
! wB97M-V def2-TZVPD RIJCOSX def2/J DEFGRID3
* xyz 2 2
V -12.082 -1.134 -9.346
N -11.377 0.277 -8.000
C -12.194 1.534 -8.100
C -12.856 1.579 -9.437
O -13.302 2.529 -10.003
N -12.886 0.343 -10.030
C -13.271 0.284 -11.418
C -12.404 -0.816 -12.021
O -12.230 -1.160 -13.132
O -11.695 -1.428 -10.953
H -10.413 0.565 -8.146
H -11.493 -0.130 -7.058
H -13.026 1.505 -7.386
H -11.683 2.493 -7.956
H -14.364 0.136 -11.603
H -13.016 1.217 -11.972
C -13.514 -1.122 -4.296
C -12.746 -2.190 -4.756
C -13.000 -2.631 -6.110
C -14.040 -2.073 -6.831
C -14.741 -0.987 -6.370
C -14.489 -0.473 -5.096
Sb -14.171 -2.794 -8.777
C -15.796 -2.402 -10.056
C -15.838 -3.365 -11.094
C -16.924 -3.376 -11.960
C -17.964 -2.461 -11.727
C -17.928 -1.506 -10.734
C -16.785 -1.452 -9.906
C -13.730 -4.832 -8.595
C -14.223 -5.523 -7.472
C -14.081 -6.886 -7.386
C -13.400 -7.538 -8.398
C -12.906 -6.898 -9.501
C -13.080 -5.522 -9.618
H -13.358 -0.701 -3.351
H -11.949 -2.611 -4.110
H -12.436 -3.460 -6.529
H -15.426 -0.526 -7.069
H -15.004 0.395 -4.759
H -15.058 -4.096 -11.224
H -17.044 -4.114 -12.774
H -18.815 -2.488 -12.443
H -18.743 -0.777 -10.659
H -16.706 -0.718 -9.088
H -14.878 -5.086 -6.739
H -14.496 -7.415 -6.553
H -13.230 -8.620 -8.345
H -12.380 -7.451 -10.288
H -12.630 -5.085 -10.474
*
```

- energy above the lowest of the compared OMol25 structures with the same formula, charge and spin (kJ/mol) = 0.0
- Kohn-Sham gap (alpha / beta) (eV) = 6.87 / 7.36
- HOMO (alpha / beta) (hartree) = -0.5612 / -0.5546
- energy (Eh) = -2369.78784
- E_LUMO (alpha / beta) (eV) = -8.399 / -7.734

Want to see where the charge sits? The natural (NBO) charges in e are: atom 1 (V): 1.3116, atom 2 (N): -0.8587, atom 3 (C): -0.3351, atom 4 (C): 0.6457, atom 5 (O): -0.4725, atom 6 (N): -0.5557, atom 7 (C): -0.3855, atom 8 (C): 0.7756, atom 9 (O): -0.4076, atom 10 (O): -0.6038, atom 11 (H): 0.4364, atom 12 (H): 0.4337, atom 13 (H): 0.2565, atom 14 (H): 0.2782, atom 15 (H): 0.2826, atom 16 (H): 0.2935, atom 17 (C): -0.1703, atom 18 (C): -0.1862, atom 19 (C): -0.2886, atom 20 (C): -0.3282, atom 21 (C): -0.2695, atom 22 (C): -0.1660, atom 23 (Sb): 1.3780, atom 24 (C): -0.2835, atom 25 (C): -0.2661, atom 26 (C): -0.1686, atom 27 (C): -0.1614, atom 28 (C): -0.1899, atom 29 (C): -0.2513, atom 30 (C): -0.4268, atom 31 (C): -0.2156, atom 32 (C): -0.1810, atom 33 (C): -0.1499, atom 34 (C): -0.2080, atom 35 (C): -0.1528, atom 36 (H): 0.2410, atom 37 (H): 0.2606, atom 38 (H): 0.2364, atom 39 (H): 0.2197, atom 40 (H): 0.2461, atom 41 (H): 0.2258, atom 42 (H): 0.2531, atom 43 (H): 0.2484, atom 44 (H): 0.2543, atom 45 (H): 0.2205, atom 46 (H): 0.2312, atom 47 (H): 0.2467, atom 48 (H): 0.2443, atom 49 (H): 0.2480, atom 50 (H): 0.2148



Record 3
Density functional theory data (ωB97M-V/def2-TZVPD) for 5 unconnected molecules or ions with the total composition C20H35N5.

ORCA input file:
```
! wB97M-V def2-TZVPD RIJCOSX def2/J DEFGRID3
* xyz 0 1
C 6.739 -6.092 -1.222
C 5.775 -5.222 -2.031
C 5.134 -3.975 -1.375
C 5.923 -3.170 -0.397
N 6.470 -2.471 0.346
H 6.235 -6.390 -0.303
H 7.593 -5.538 -0.833
H 7.221 -6.915 -1.751
H 4.952 -5.864 -2.344
H 6.356 -5.005 -2.927
H 4.226 -4.239 -0.833
H 4.866 -3.227 -2.121
C -0.496 -0.671 -0.795
C 0.002 0.706 -0.461
C 0.337 0.775 1.080
C -0.773 1.400 1.878
N -1.624 1.963 2.414
H -0.742 -0.709 -1.857
H -1.406 -1.094 -0.369
H 0.372 -1.305 -0.613
H -0.718 1.495 -0.675
H 0.966 0.974 -0.894
H 1.248 1.336 1.292
H 0.397 -0.242 1.467
C 4.537 0.403 5.237
C 5.707 0.178 6.119
C 6.219 1.456 6.889
C 6.910 2.423 6.035
N 7.532 3.109 5.356
H 4.325 -0.344 4.472
H 4.731 1.269 4.605
H 3.607 0.616 5.764
H 6.574 -0.188 5.569
H 5.323 -0.562 6.821
H 6.994 1.100 7.569
H 5.398 1.811 7.512
C -8.059 -2.164 -4.506
C -7.138 -1.490 -3.488
C -5.746 -1.017 -3.964
C -5.082 -2.100 -4.713
N -4.544 -2.925 -5.307
H -7.809 -1.708 -5.464
H -9.135 -1.991 -4.539
H -7.702 -3.186 -4.634
H -7.063 -2.263 -2.723
H -7.693 -0.719 -2.953
H -5.045 -0.701 -3.192
H -5.784 -0.140 -4.611
C -5.425 4.815 -1.926
C -5.076 4.610 -0.462
C -4.338 5.807 0.219
C -2.950 6.070 -0.260
N -1.906 6.385 -0.672
H -4.527 5.036 -2.503
H -6.244 5.498 -2.155
H -5.785 3.885 -2.364
H -4.623 3.681 -0.116
H -5.979 4.673 0.146
H -4.213 5.515 1.262
H -5.041 6.637 0.297
*
```

- energy above the lowest of the compared OMol25 structures with the same formula, charge and spin (kJ/mol) = 234.6
- Kohn-Sham gap (eV) = 11.55
- HOMO (hartree) = -0.4182
- energy (Eh) = -1056.72724
- SMILES string = CCCC#N.CCCC#N.CCCC#N.CCCC#N.CCCC#N
- E_LUMO (eV) = 0.174

Want to see where the charge sits? The natural (NBO) charges in e are: atom 1 (C): -0.6140, atom 2 (C): -0.3901, atom 3 (C): -0.5049, atom 4 (C): 0.2849, atom 5 (N): -0.3366, atom 6 (H): 0.2033, atom 7 (H): 0.2136, atom 8 (H): 0.2238, atom 9 (H): 0.2106, atom 10 (H): 0.2105, atom 11 (H): 0.2445, atom 12 (H): 0.2544, atom 13 (C): -0.6239, atom 14 (C): -0.3804, atom 15 (C): -0.4974, atom 16 (C): 0.2918, atom 17 (N): -0.3536, atom 18 (H): 0.2174, atom 19 (H): 0.2215, atom 20 (H): 0.2039, atom 21 (H): 0.2172, atom 22 (H): 0.2160, atom 23 (H): 0.2495, atom 24 (H): 0.2382, atom 25 (C): -0.6212, atom 26 (C): -0.3761, atom 27 (C): -0.5141, atom 28 (C): 0.2823, atom 29 (N): -0.3245, atom 30 (H): 0.2238, atom 31 (H): 0.2084, atom 32 (H): 0.2045, atom 33 (H): 0.2140, atom 34 (H): 0.2077, atom 35 (H): 0.2494, atom 36 (H): 0.2457, atom 37 (C): -0.6293, atom 38 (C): -0.3967, atom 39 (C): -0.5082, atom 40 (C): 0.2853, atom 41 (N): -0.3329, atom 42 (H): 0.2033, atom 43 (H): 0.2334, atom 44 (H): 0.2209, atom 45 (H): 0.2095, atom 46 (H): 0.2156, atom 47 (H): 0.2529, atom 48 (H): 0.2461, atom 49 (C): -0.6273, atom 50 (C): -0.3813, atom 51 (C): -0.5095, atom 52 (C): 0.2859, atom 53 (N): -0.3346, atom 54 (H): 0.2168, atom 55 (H): 0.2175, atom 56 (H): 0.2133, atom 57 (H): 0.2200, atom 58 (H): 0.2023, atom 59 (H): 0.2498, atom 60 (H): 0.2470



Record 4
Density functional theory data (ωB97M-V/def2-TZVPD) for a single C4H5NO2 molecule.

ORCA input file:
```
! wB97M-V def2-TZVPD RIJCOSX def2/J DEFGRID3
* xyz 0 1
N 1.736 -1.725 -0.057
C 1.594 -0.648 0.409
C 1.329 0.606 0.468
C -0.056 1.134 -0.061
O -1.103 0.228 0.340
C -1.920 -0.416 -0.396
O -2.668 -1.186 0.117
H 1.561 -2.551 0.541
H 1.963 1.317 0.971
H -0.309 2.185 0.282
H -0.068 1.118 -1.187
H -2.059 -0.062 -1.428
*
```

- energy above the lowest of the compared OMol25 structures with the same formula, charge and spin (kJ/mol) = 252.6
- Kohn-Sham gap (eV) = 10.10
- HOMO (hartree) = -0.3398
- energy (Eh) = -360.57322
- SMILES string = N=C=CCOC=O
- E_LUMO (eV) = 0.855

Want to see where the charge sits? The natural (NBO) charges in e are: atom 1 (N): -0.5933, atom 2 (C): 0.4291, atom 3 (C): -0.4680, atom 4 (C): -0.0649, atom 5 (O): -0.5017, atom 6 (C): 0.6429, atom 7 (O): -0.5658, atom 8 (H): 0.3856, atom 9 (H): 0.2459, atom 10 (H): 0.2099, atom 11 (H): 0.1841, atom 12 (H): 0.0963



- energy above the lowest of the compared OMol25 structures with the same formula, charge and spin of number 1 (C3H6N2SSi)?
  83.0 kJ/mol



- The lowest energy above the lowest of the compared OMol25 structures with the same formula, charge and spin belongs to which entry?
  C22H21N2O3SbV



- Among the records above, which one has the highest energy above the lowest of the compared OMol25 structures with the same formula, charge and spin?
  C4H5NO2



- energy above the lowest of the compared OMol25 structures with the same formula, charge and spin of number 3 (C20H35N5)?
  234.6 kJ/mol